Record 1
{
  "formula": "C37H30N4O3S4Sn",
  "method": "the ωB97M-V functional and the def2-TZVPD basis",
  "charge": 0,
  "homo_lumo_gap_ev": 6.89,
  "e_homo_ev": -8.46,
  "e_tot_ha": -3679.79533,
  "fmax_ha_per_bohr": 0.0499,
  "symbols": ["Sn", "C", "C", "C", "C", "C", "C", "C", "C", "N", "C", "O", "C", "C", "C", "C", "C", "N", "C", "O", "N", "C", "C", "C", "C", "C", "C", "C", "C", "H", "H", "H", "H", "H", "H", "H", "H", "H", "H", "H", "H", "H", "H", "H", "H", "H", "H", "H", "H", "H", "S", "C", "N", "O", "C", "C", "C", "C", "C", "S", "C", "C", "C", "C", "S", "C", "C", "C", "C", "S", "H", "H", "H", "H", "H", "H", "H", "H", "H"],
  "positions_angstrom": [[0.19, -0.28, -0.66], [-1.53, -4.73, -0.43], [-2.28, -3.82, -1.36], [-3.00, -4.35, -2.41], [-3.66, -3.54, -3.32], [-3.61, -2.17, -3.17], [-2.91, -1.59, -2.12], [-2.86, -0.10, -1.98], [-2.26, -2.42, -1.18], [-1.56, -1.82, -0.12], [-1.63, -2.24, 1.17], [-2.55, -2.88, 1.65], [-0.51, -1.78, 2.04], [-0.50, -1.96, 3.41], [0.62, -1.52, 4.11], [1.70, -1.00, 3.42], [1.61, -0.90, 2.04], [0.52, -1.28, 1.40], [2.74, -0.49, 1.16], [3.86, -0.34, 1.61], [2.39, -0.36, -0.14], [3.32, -0.25, -1.20], [3.70, 1.00, -1.70], [3.09, 2.23, -1.10], [4.61, 1.06, -2.74], [5.13, -0.10, -3.29], [4.72, -1.33, -2.82], [3.80, -1.43, -1.79], [3.28, -2.76, -1.32], [-1.40, -5.71, -0.89], [-0.55, -4.32, -0.18], [-2.08, -4.86, 0.50], [-3.04, -5.43, -2.53], [-4.19, -3.98, -4.16], [-4.12, -1.52, -3.88], [-3.49, 0.38, -2.72], [-3.17, 0.22, -0.99], [-1.84, 0.28, -2.13], [-1.35, -2.42, 3.89], [0.65, -1.61, 5.19], [2.60, -0.66, 3.92], [2.00, 2.16, -1.14], [3.36, 2.31, -0.05], [3.41, 3.12, -1.62], [4.91, 2.03, -3.13], [5.84, -0.04, -4.11], [5.12, -2.24, -3.26], [3.74, -3.57, -1.88], [3.48, -2.90, -0.26], [2.19, -2.80, -1.47], [-0.48, -0.61, -5.16], [0.19, -0.55, -3.74], [0.77, -0.53, -2.69], [-0.66, 1.41, 0.00], [-0.86, 2.23, 1.16], [-1.75, 3.37, 0.69], [-1.64, 4.72, 0.88], [-2.71, 5.44, 0.28], [-3.60, 4.63, -0.36], [-3.15, 2.99, -0.24], [0.46, 2.79, 1.66], [1.24, 3.69, 0.98], [2.45, 4.00, 1.65], [2.59, 3.32, 2.81], [1.26, 2.30, 3.11], [-1.67, 1.50, 2.23], [-2.51, 0.46, 2.00], [-3.22, 0.04, 3.16], [-2.92, 0.80, 4.25], [-1.78, 2.02, 3.87], [-0.85, 5.18, 1.44], [-2.80, 6.52, 0.32], [-4.49, 4.91, -0.89], [0.95, 4.11, 0.03], [3.19, 4.70, 1.27], [3.39, 3.38, 3.54], [-2.63, 0.01, 1.03], [-3.91, -0.80, 3.17], [-3.30, 0.71, 5.25]],
  "mulliken_charge": [0.86, -1.47, 0.58, -0.81, -0.90, -0.86, 0.99, -0.67, 0.08, 0.83, -0.69, -0.67, 0.77, -0.53, -0.77, -0.40, 0.23, 0.38, -0.45, -0.72, 0.98, -0.23, 0.99, -0.58, -1.24, -0.79, -1.17, 0.89, -1.06, 0.51, 0.14, 0.29, 0.42, 0.40, 0.42, 0.49, 0.04, -0.05, 0.56, 0.46, 0.61, -0.03, 0.20, 0.43, 0.42, 0.41, 0.41, 0.47, 0.26, 0.08, -0.34, 0.76, -0.80, 0.17, 3.04, -0.57, -0.44, -0.76, -0.65, 0.04, -0.18, -1.18, -1.00, -0.44, 0.05, -0.36, -0.74, -1.02, -0.60, -0.05, 0.60, 0.42, 0.46, 0.73, 0.42, 0.50, 0.38, 0.52, 0.52]
}

=====

Record 2
{
  "formula": "C28H78As4F27N8O14",
  "method": "the ωB97M-V functional and the def2-TZVPD basis",
  "charge": -1,
  "homo_lumo_gap_ev": 2.55,
  "e_homo_ev": -3.77,
  "e_tot_ha": -14244.16656,
  "fmax_ha_per_bohr": 0.1037,
  "symbols": ["C", "C", "C", "O", "C", "N", "H", "H", "H", "H", "H", "H", "H", "H", "H", "H", "H", "H", "C", "C", "C", "O", "C", "N", "H", "H", "H", "H", "H", "H", "H", "H", "H", "H", "H", "H", "C", "C", "C", "O", "C", "N", "H", "H", "H", "H", "H", "H", "H", "H", "H", "H", "H", "H", "C", "C", "C", "O", "C", "N", "H", "H", "H", "H", "H", "H", "H", "H", "H", "H", "H", "H", "C", "C", "C", "O", "C", "N", "H", "H", "H", "H", "H", "H", "H", "H", "H", "H", "H", "H", "C", "C", "C", "O", "C", "N", "H", "H", "H", "H", "H", "H", "H", "H", "H", "H", "H", "H", "N", "O", "O", "O", "N", "O", "O", "O", "As", "F", "F", "F", "F", "F", "F", "As", "F", "F", "F", "F", "F", "F", "As", "F", "F", "F", "F", "F", "F", "As", "F", "F", "F", "F", "F", "F", "C", "O", "O", "C", "F", "F", "F", "C", "C", "H", "H", "H", "H", "H", "H"],
  "positions_angstrom": [[27.82, -5.52, 20.37], [26.60, -4.65, 20.67], [25.26, -5.04, 19.91], [24.73, -6.28, 20.31], [23.25, -6.34, 20.32], [26.30, -4.76, 22.19], [27.04, -4.59, 22.86], [25.52, -4.14, 22.37], [25.98, -5.70, 22.39], [27.45, -6.50, 20.66], [28.68, -5.17, 20.94], [27.96, -5.57, 19.29], [26.82, -3.60, 20.47], [25.33, -5.17, 18.83], [24.62, -4.20, 20.17], [22.89, -7.35, 20.47], [22.99, -5.99, 19.32], [22.72, -5.73, 21.06], [15.29, -1.08, 26.33], [14.97, -1.38, 24.84], [13.54, -1.20, 24.26], [13.40, -1.67, 22.94], [12.17, -1.40, 22.26], [15.88, -0.49, 24.00], [16.83, -0.70, 24.27], [15.81, -0.64, 23.00], [15.71, 0.50, 24.15], [15.14, -1.86, 27.08], [14.83, -0.18, 26.73], [16.33, -0.80, 26.49], [15.36, -2.39, 24.74], [13.29, -0.14, 24.24], [12.86, -1.78, 24.88], [12.17, -0.34, 22.01], [11.43, -1.81, 22.95], [12.36, -2.05, 21.41], [20.81, 7.64, 16.96], [19.95, 6.45, 16.51], [18.56, 6.82, 16.01], [17.71, 5.70, 15.90], [16.57, 5.94, 15.09], [20.66, 5.72, 15.37], [20.67, 6.24, 14.51], [21.64, 5.58, 15.58], [20.34, 4.80, 15.10], [20.85, 8.33, 16.12], [21.87, 7.39, 17.09], [20.49, 8.08, 17.90], [19.83, 5.71, 17.30], [18.60, 7.45, 15.12], [18.10, 7.46, 16.76], [15.89, 5.09, 15.16], [16.75, 6.06, 14.02], [15.95, 6.77, 15.42], [23.45, -13.15, 15.58], [22.60, -11.98, 16.09], [22.42, -10.96, 14.96], [21.49, -10.00, 15.38], [20.77, -9.34, 14.41], [21.24, -12.53, 16.57], [20.82, -12.93, 15.75], [21.30, -13.30, 17.22], [20.48, -11.98, 16.94], [24.45, -12.74, 15.48], [23.20, -13.54, 14.60], [23.51, -13.93, 16.34], [23.07, -11.62, 17.01], [22.19, -11.41, 14.00], [23.27, -10.33, 14.73], [21.30, -9.20, 13.47], [20.44, -8.37, 14.80], [19.83, -9.85, 14.19], [15.77, -4.40, 16.49], [16.55, -3.65, 17.63], [15.95, -2.26, 17.88], [16.64, -1.58, 18.93], [17.83, -0.77, 18.52], [16.51, -4.52, 18.97], [16.61, -5.49, 18.73], [17.37, -4.38, 19.49], [15.76, -4.38, 19.64], [14.73, -4.66, 16.66], [16.27, -5.34, 16.23], [15.81, -3.82, 15.57], [17.61, -3.55, 17.40], [14.89, -2.21, 18.12], [16.01, -1.72, 16.93], [17.58, -0.01, 17.78], [18.71, -1.30, 18.15], [18.21, -0.29, 19.42], [12.55, -9.92, 11.52], [12.67, -11.40, 11.21], [12.10, -11.71, 9.77], [12.38, -13.13, 9.57], [12.28, -13.59, 8.21], [14.17, -11.85, 11.36], [14.32, -12.81, 11.07], [14.72, -11.24, 10.77], [14.54, -11.83, 12.30], [11.52, -9.60, 11.41], [13.13, -9.27, 10.86], [12.74, -9.70, 12.57], [12.16, -11.96, 12.01], [12.57, -11.14, 8.97], [11.03, -11.53, 9.72], [12.89, -13.02, 7.51], [11.22, -13.47, 8.00], [12.41, -14.67, 8.10], [21.47, -2.39, 24.06], [22.12, -3.30, 24.46], [21.12, -2.35, 22.91], [21.12, -1.47, 24.76], [16.40, -10.38, 17.82], [17.35, -10.34, 18.61], [16.52, -10.93, 16.75], [15.34, -9.80, 18.02], [25.75, 2.12, 18.89], [25.93, 0.55, 18.00], [27.49, 2.45, 18.62], [25.63, 3.62, 19.92], [23.98, 1.82, 19.08], [26.08, 1.27, 20.42], [25.44, 2.99, 17.34], [9.34, -1.94, 14.30], [8.94, -0.25, 14.79], [9.25, -1.47, 12.58], [9.65, -3.66, 13.84], [9.51, -2.23, 16.05], [7.60, -2.39, 14.26], [11.10, -1.60, 14.31], [16.31, -8.07, 25.29], [17.22, -6.80, 24.29], [15.48, -6.76, 26.16], [15.35, -9.26, 26.16], [17.03, -9.41, 24.37], [17.65, -8.20, 26.56], [15.05, -7.91, 24.01], [20.63, -0.85, 12.79], [21.82, -2.03, 12.19], [20.50, -1.64, 14.38], [19.45, 0.40, 13.43], [20.43, -0.05, 11.20], [19.33, -2.02, 12.25], [21.90, 0.34, 13.31], [15.37, 5.76, 23.02], [15.03, 4.82, 22.01], [16.01, 4.97, 24.00], [16.11, 6.97, 22.40], [17.00, 6.59, 21.45], [15.21, 7.77, 21.80], [16.73, 7.78, 23.25], [14.18, 5.24, 20.96], [14.15, 4.14, 19.92], [13.32, 4.32, 19.23], [15.04, 3.99, 19.32], [14.09, 3.19, 20.45], [14.63, 6.07, 20.41], [13.17, 5.56, 21.23], [14.41, 6.09, 23.42]],
  "mulliken_charge": [-1.32, 0.01, -0.69, -0.35, -0.72, -0.33, 0.33, 0.35, 0.35, 0.37, 0.38, 0.36, 0.49, 0.42, 0.46, 0.25, 0.31, 0.35, -1.50, 0.41, -0.76, -0.27, -0.69, -0.33, 0.36, 0.28, 0.35, 0.36, 0.39, 0.43, 0.37, 0.38, 0.40, 0.29, 0.33, 0.20, -1.40, 0.28, -0.83, -0.28, -0.82, -0.33, 0.37, 0.36, 0.34, 0.38, 0.43, 0.37, 0.33, 0.40, 0.44, 0.29, 0.33, 0.33, -1.39, 0.36, -0.85, -0.32, -0.78, -0.35, 0.36, 0.38, 0.31, 0.36, 0.38, 0.44, 0.30, 0.45, 0.43, 0.36, 0.25, 0.30, -1.42, 0.35, -0.82, -0.27, -0.81, -0.29, 0.36, 0.38, 0.32, 0.40, 0.41, 0.42, 0.23, 0.40, 0.42, 0.35, 0.32, 0.28, -1.40, 0.20, -0.71, -0.34, -0.73, -0.32, 0.35, 0.36, 0.36, 0.38, 0.40, 0.43, 0.29, 0.42, 0.44, 0.30, 0.31, 0.27, 1.05, -0.69, -0.68, -0.67, 1.00, -0.66, -0.70, -0.64, 2.01, -0.51, -0.49, -0.51, -0.50, -0.49, -0.51, 1.98, -0.50, -0.48, -0.51, -0.49, -0.49, -0.51, 2.01, -0.54, -0.49, -0.48, -0.48, -0.52, -0.50, 1.99, -0.48, -0.47, -0.53, -0.48, -0.52, -0.50, -0.10, -0.18, -0.91, 0.74, -0.27, -0.27, -0.29, -0.10, -1.18, 0.38, 0.24, 0.23, 0.21, 0.32, 0.20]
}

=====

Record 3
{
  "formula": "C6H7ClS",
  "method": "the ωB97M-V functional and the def2-TZVPD basis",
  "charge": 0,
  "homo_lumo_gap_ev": 9.32,
  "e_homo_ev": -8.45,
  "e_tot_ha": -1091.11089,
  "smiles": "Cl[C@@H]1[C@H]2C=CSC[C@H]12",
  "fmax_ha_per_bohr": 0.0624,
  "symbols": ["Cl", "C", "C", "C", "C", "S", "C", "C", "H", "H", "H", "H", "H", "H", "H"],
  "positions_angstrom": [[0.06, 3.10, -0.32], [0.60, 1.60, 0.49], [0.65, 0.44, -0.45], [1.25, -0.86, -0.50], [0.42, -1.92, -0.41], [-1.35, -1.81, -0.26], [-1.66, -0.04, 0.23], [-0.34, 0.44, 0.69], [1.34, 1.87, 1.25], [0.18, 0.70, -1.40], [2.35, -0.99, -0.72], [0.86, -2.92, -0.55], [-2.39, -0.01, 1.00], [-1.98, 0.61, -0.56], [0.03, -0.22, 1.50]],
  "mulliken_charge": [-0.23, 0.18, -0.02, -0.77, -0.29, -0.16, -0.65, -0.47, 0.36, 0.31, 0.27, 0.36, 0.40, 0.36, 0.36]
}

=====

Record 4
{
  "formula": "C3H10N2S",
  "method": "the ωB97M-V functional and the def2-TZVPD basis",
  "charge": -1,
  "homo_lumo_gap_ev": [2.01, 9.28],
  "e_homo_ev": [1.32, -5.57],
  "e_tot_ha": -627.88880,
  "spin_multiplicity": 2,
  "fmax_ha_per_bohr": 0.0829,
  "symbols": ["N", "C", "C", "S", "C", "N", "H", "H", "H", "H", "H", "H", "H", "H", "H", "H"],
  "positions_angstrom": [[-1.39, -0.61, -1.42], [-0.68, -0.18, -0.04], [0.81, -0.44, -0.11], [1.63, 0.95, -1.04], [-1.28, -0.73, 1.26], [-0.81, -0.07, 2.48], [-2.34, -0.16, -1.44], [2.70, 0.33, -1.81], [-1.00, 0.06, -2.12], [-0.74, 0.86, 0.07], [1.27, -0.31, 0.93], [0.84, -1.47, -0.50], [-0.97, -1.81, 1.20], [-2.27, -0.87, 1.22], [-1.36, 0.82, 2.75], [0.10, 0.25, 2.29]],
  "lowdin_spin": [0.02, 0.07, 0.05, 0.35, 0.10, 0.08, 0.04, 0.01, 0.01, 0.05, 0.03, 0.00, 0.00, 0.03, 0.11, 0.05]
}

=====

Record 5
{
  "formula": "H2P2S",
  "method": "the ωB97M-V functional and the def2-TZVPD basis",
  "charge": 0,
  "homo_lumo_gap_ev": [7.31, 6.68],
  "e_homo_ev": [-6.67, -9.65],
  "e_tot_ha": -1081.96845,
  "spin_multiplicity": 3,
  "fmax_ha_per_bohr": 0.0895,
  "symbols": ["P", "P", "S", "H", "H"],
  "positions_angstrom": [[-0.26, 0.46, 0.03], [1.52, -0.38, 0.01], [-2.02, -0.30, 0.03], [-0.10, 1.76, -0.06], [0.86, -1.53, -0.01]],
  "lowdin_spin": [0.52, 0.80, 0.59, 0.03, 0.05]
}

=====

Record 6
{
  "formula": "C3H10O3",
  "method": "the ωB97M-V functional and the def2-TZVPD basis",
  "charge": 0,
  "homo_lumo_gap_ev": 9.27,
  "e_homo_ev": -8.63,
  "e_tot_ha": -346.00527,
  "smiles": "C=C(C)O.O.O",
  "fmax_ha_per_bohr": 0.0237,
  "symbols": ["C", "C", "C", "O", "H", "H", "H", "H", "H", "H", "O", "H", "H", "O", "H", "H"],
  "positions_angstrom": [[-0.62, 1.07, -1.99], [-0.07, 0.85, -0.80], [1.40, 0.69, -0.56], [-0.83, 0.93, 0.32], [0.07, 1.23, -2.79], [-1.69, 1.17, -2.08], [1.98, 0.77, -1.48], [1.72, 1.51, 0.10], [1.61, -0.24, -0.06], [-0.41, 0.77, 1.18], [-0.73, -2.11, 0.32], [-1.18, -1.26, 0.18], [-1.23, -2.68, -0.29], [-0.03, -0.52, 2.57], [-0.11, -1.25, 1.94], [0.10, -0.92, 3.44]],
  "mulliken_charge": [-0.93, 0.77, -1.13, -0.55, 0.25, 0.30, 0.36, 0.31, 0.28, 0.37, -0.70, 0.34, 0.31, -0.66, 0.39, 0.30]
}